Formula: C5H9LuMgO4
Source: OMol25
Level of theory: the ωB97M-V functional and the def2-TZVPD basis

Each line ends with the natural charge from an NBO analysis.
Atoms and positions in Å:
O (0.6604, 2.6812, -0.2663)  -0.933
C (1.7768, 2.0879, 0.1078)  0.042
C (1.8876, 0.7632, 0.4080)  -0.398
O (0.5905, 0.2142, 0.6895)  -0.707
C (0.3020, -0.9943, 0.0013)  -0.095
C (-1.1768, -1.2584, 0.1141)  -0.102
O (-1.8593, -0.0773, -0.3092)  -0.652
C (-3.2638, -0.2554, -0.4604)  -0.271
Lu (-0.9858, 1.8419, 0.4095)  1.648
H (2.7085, 2.6716, 0.0353)  0.193
H (0.8713, -1.8306, 0.4346)  0.221
H (0.5911, -0.8649, -1.0534)  0.210
H (-1.4703, -1.4973, 1.1484)  0.200
H (-1.4551, -2.1022, -0.5337)  0.224
H (-3.6961, 0.7150, -0.7255)  0.214
H (-3.4579, -0.9801, -1.2623)  0.217
H (-3.7072, -0.6100, 0.4812)  0.204
H (3.4043, -0.1021, -0.7314)  0.480
Mg (3.8955, 0.0785, 1.6183)  1.685
O (4.3843, -0.4809, -0.1057)  -1.379

Output
ΔE to the lowest compared entry with this formula, charge and spin in kJ/mol: 268.89
Highest occupied orbital energy (spin up / spin down) in eV: -9.8 / -11.5
Net charge: +1
Multiplicity: 2
HOMO-LUMO gap (spin up / spin down) in hartree: 0.190 / 0.250
<S²>: 0.7505

***

Formula: C31H48O3P2Rh
Source: OMol25
Level of theory: the ωB97M-V functional and the def2-TZVPD basis

Each line ends with the Mulliken charge.
Atoms and positions in Å:
Rh (0.0539, 1.6629, -3.0896)  -0.716
C (0.8437, 0.5440, -0.0270)  2.420
C (1.8392, 1.0887, -0.8475)  -0.125
C (-0.1303, 2.3429, -1.1583)  1.459
C (-0.3757, 1.2160, -0.2518)  -1.016
C (1.3237, 2.2224, -1.6101)  1.863
C (1.0762, -0.2573, 1.2024)  -0.911
H (2.1226, -0.5379, 1.3577)  0.447
H (0.5093, -1.1855, 1.2825)  -0.203
H (0.7606, 0.3482, 2.0686)  0.417
C (-1.5217, 1.2320, 0.6932)  -1.300
H (-2.0063, 0.2738, 0.9029)  -0.034
H (-2.2821, 1.9278, 0.3051)  0.448
H (-1.1800, 1.6125, 1.6755)  0.457
C (-0.8419, 3.6435, -1.0642)  -1.821
H (-1.0684, 3.9178, -0.0259)  0.339
H (-1.7888, 3.5388, -1.6060)  0.425
H (-0.2521, 4.4269, -1.5382)  0.275
C (2.1289, 3.4339, -1.9646)  -2.194
H (2.6649, 3.7688, -1.0605)  0.357
H (1.5186, 4.2638, -2.3568)  0.381
H (2.8733, 3.1464, -2.7144)  0.434
C (3.2846, 0.9220, -0.5449)  -2.255
H (3.4752, 1.3091, 0.4730)  0.455
H (3.8756, 1.5330, -1.2342)  0.460
H (3.6544, -0.1186, -0.5502)  0.366
C (-1.4921, -2.5953, -0.7530)  -0.676
C (-0.2258, -2.7777, -0.3243)  -0.174
C (1.0679, -3.0810, -1.0245)  -0.706
C (0.9607, -2.9939, -2.5502)  -1.339
C (0.8369, -1.6612, -3.1067)  -0.677
C (-0.4019, -1.0771, -3.4814)  2.608
C (-1.6473, -0.9986, -2.5787)  1.083
C (-2.0555, -2.3931, -2.1209)  -1.333
H (1.3184, -4.1362, -0.7846)  0.553
H (0.0733, -3.5885, -2.7572)  0.313
H (1.8788, -2.4567, -0.5865)  0.044
H (-1.7550, -3.1585, -2.8624)  0.514
H (-2.2725, -2.6438, 0.0400)  0.105
H (-0.1556, -3.0246, 0.7707)  0.820
H (-3.1461, -2.4836, -2.0765)  0.451
H (-1.5267, -0.2528, -1.7315)  -0.677
H (-0.2830, 0.0375, -3.8740)  -2.088
H (-2.4291, -0.5369, -3.1834)  0.599
H (1.8241, -3.4879, -3.0210)  0.659
H (1.7482, -1.1232, -3.4094)  0.295
P (-0.5394, -1.6883, -5.5328)  1.409
P (-0.0431, 2.1126, -5.1505)  1.057
C (-0.2118, -0.3705, -6.7240)  -1.131
C (-0.8139, 1.0121, -6.4129)  -1.107
H (-0.6950, -0.7133, -7.6554)  0.453
H (0.8727, -0.3276, -6.9059)  0.578
H (-0.7326, 1.6449, -7.3137)  0.640
H (-1.8807, 0.9519, -6.1403)  0.367
C (-1.0526, 3.5964, -5.4057)  -1.362
H (-0.6809, 4.3773, -4.7326)  0.377
H (-2.0980, 3.3711, -5.1475)  0.375
H (-1.0174, 3.9360, -6.4523)  0.469
C (1.6596, 2.2721, -5.7400)  -1.438
H (1.6829, 2.5872, -6.7999)  0.418
H (2.1639, 1.2915, -5.6337)  0.345
H (2.1632, 3.0092, -5.0891)  0.349
C (-2.2610, -2.1899, -5.8320)  -1.608
H (-2.6574, -2.7548, -4.9964)  0.352
H (-2.2980, -2.8111, -6.7207)  0.536
H (-2.8829, -1.3161, -5.9802)  0.403
C (0.4389, -3.1558, -6.0331)  -1.232
H (1.2285, -2.8761, -6.7400)  0.460
H (-0.1963, -3.9188, -6.5046)  0.414
H (0.9186, -3.6159, -5.1622)  0.237
O (-1.2572, -0.6660, 4.5129)  -0.462
C (-1.7880, -1.8183, 5.0113)  0.480
C (-1.9962, -2.0847, 6.3891)  -0.703
C (-2.4011, -3.3574, 6.7629)  -0.491
C (-2.6800, -4.3496, 5.8172)  -0.658
C (-2.5112, -4.0689, 4.4529)  -0.417
C (-2.0843, -2.8058, 4.0815)  0.079
C (-1.6655, -2.4098, 2.6956)  0.963
O (-2.4880, -1.8073, 1.9688)  -0.827
O (-0.4557, -2.7382, 2.4920)  -0.867
H (-1.1938, -0.0135, 5.2304)  0.339
H (-1.8138, -1.2817, 7.1125)  0.273
H (-2.5156, -3.5821, 7.8272)  0.341
H (-3.0086, -5.3280, 6.1390)  0.384
H (-2.7006, -4.8221, 3.6908)  0.405

Output
ΔE to the lowest compared entry with this formula, charge and spin in kJ/mol: 245.30
Highest occupied orbital energy (spin up / spin down) in eV: -8.5 / -8.5
Net charge: +1
Multiplicity: 5
HOMO-LUMO gap (spin up / spin down) in hartree: 0.207 / 0.128
<S²>: 6.0254

***

Formula: C4H5EuO3
Source: OMol25
Level of theory: the ωB97M-V functional and the def2-TZVPD basis

Each line ends with the Mulliken charge.
Atoms and positions in Å:
O (-2.1167, 0.7882, 0.0397)  -0.760
C (-2.5085, -0.4218, 0.2764)  -0.008
C (-1.6407, -1.4957, 0.0812)  -0.124
O (-0.4212, -1.2387, -0.3497)  -0.597
C (1.7418, -1.7435, 0.4937)  -0.679
C (2.4606, -0.5473, 0.3788)  0.025
O (1.9094, 0.5857, -0.0309)  -0.714
Eu (-0.1047, 1.0360, -0.7734)  1.336
H (-3.5580, -0.6075, 0.5420)  0.358
H (-1.9522, -2.5381, 0.2021)  0.348
H (1.7948, -2.4254, -0.3609)  0.207
H (1.5326, -2.0942, 1.5114)  0.285
H (3.5501, -0.6082, 0.2333)  0.323

Output
ΔE to the lowest compared entry with this formula, charge and spin in kJ/mol: 0.00
Highest occupied orbital energy (spin up / spin down) in eV: -5.4 / -6.1
Net charge: 0
Multiplicity: 9
HOMO-LUMO gap (spin up / spin down) in hartree: 0.177 / 0.199
<S²>: 20.4393

***

Formula: C23H22ClN3O4S
Source: OMol25
Level of theory: the ωB97M-V functional and the def2-TZVPD basis

Each line ends with the natural charge from an NBO analysis.
Atoms and positions in Å:
C (2.6449, 2.4834, 1.2857)  -0.642
C (1.7245, 3.1523, 0.3164)  -0.023
C (1.4330, 4.5105, 0.4286)  -0.024
Cl (2.1348, 5.4193, 1.7189)  0.010
C (0.5973, 5.1619, -0.4621)  -0.209
C (0.0223, 4.4533, -1.5014)  -0.199
C (0.2762, 3.1020, -1.6355)  -0.188
C (1.1110, 2.4642, -0.7300)  0.144
N (1.3566, 1.0687, -0.9037)  -0.475
C (0.7048, 0.1535, -0.1334)  0.338
S (-0.4418, 0.8047, 1.0299)  0.286
C (-0.8889, -0.7023, 1.9550)  -0.644
C (-2.3852, -0.9613, 1.9718)  0.675
O (-2.9986, -0.9166, 3.0223)  -0.628
N (-2.9942, -1.2199, 0.7959)  -0.445
C (-2.3566, -1.4941, -0.4714)  -0.234
C (-2.9001, -2.8116, -1.0587)  -0.413
C (-3.4682, -3.6792, 0.0656)  -0.331
C (-2.3986, -3.9615, 1.1066)  0.810
O (-1.2163, -3.7997, 0.9494)  -0.621
O (-2.9054, -4.4729, 2.2298)  -0.682
C (-4.6908, -2.9858, 0.6845)  -0.407
C (-4.4193, -1.4752, 0.7861)  -0.230
N (0.8517, -1.1174, -0.2212)  -0.569
C (1.7214, -1.6185, -1.1504)  0.259
C (1.8724, -3.0042, -1.2577)  -0.246
C (2.7425, -3.5203, -2.1904)  -0.171
C (3.4727, -2.6777, -3.0291)  -0.235
C (3.3263, -1.3119, -2.9381)  -0.137
C (2.4480, -0.7663, -1.9999)  -0.224
C (2.2733, 0.6784, -1.8977)  0.666
O (2.8343, 1.5138, -2.5705)  -0.581
H (3.5388, 3.0877, 1.4272)  0.238
H (2.1530, 2.3826, 2.2533)  0.238
H (2.9414, 1.4969, 0.9399)  0.221
H (0.4049, 6.2162, -0.3409)  0.230
H (-0.6234, 4.9557, -2.2041)  0.222
H (-0.1614, 2.5335, -2.4416)  0.226
H (-0.5766, -0.5395, 2.9867)  0.255
H (-0.3263, -1.5239, 1.5084)  0.305
H (-2.5518, -0.6632, -1.1614)  0.194
H (-1.2819, -1.5887, -0.3352)  0.253
H (-2.0916, -3.3353, -1.5677)  0.232
H (-3.6938, -2.6195, -1.7816)  0.208
H (-3.7693, -4.6566, -0.3263)  0.248
H (-2.2047, -4.6323, 2.8813)  0.503
H (-4.8841, -3.4054, 1.6704)  0.236
H (-5.5678, -3.1612, 0.0609)  0.211
H (-4.8452, -0.9470, -0.0719)  0.191
H (-4.8416, -1.0648, 1.7037)  0.251
H (1.2931, -3.6340, -0.6008)  0.238
H (2.8633, -4.5902, -2.2758)  0.216
H (4.1527, -3.1009, -3.7528)  0.217
H (3.8753, -0.6373, -3.5775)  0.235

Output
ΔE to the lowest compared entry with this formula, charge and spin in kJ/mol: 7.45
Highest occupied orbital energy in eV: -8.5
Net charge: 0
Structure (SMILES): Cc1c(Cl)cccc1-n1c(SCC(=O)N2CCC(C(=O)O)CC2)nc2ccccc2c1=O
HOMO-LUMO gap in hartree: 0.329

***

Formula: C25H33AsBF2GeO2Os
Source: OMol25
Level of theory: the ωB97M-V functional and the def2-TZVPD basis

Each line ends with the natural charge from an NBO analysis.
Atoms and positions in Å:
Os (-0.0001, 0.6898, 1.3457)  0.548
F (-0.7583, 3.0932, 3.0404)  -0.477
B (-0.6185, 1.7899, 3.0174)  0.947
F (-0.9996, 1.2020, 4.1409)  -0.499
C (-3.3946, -2.4473, -0.4341)  -0.625
C (-3.4786, -0.9460, -0.2176)  -0.631
As (-2.3623, -0.1345, 1.2429)  0.898
C (-3.2596, 1.6233, 1.2615)  -0.686
C (-2.5954, 2.5996, 0.2899)  -0.612
C (-2.9249, -1.0977, 2.8904)  -0.664
C (-4.3122, -0.6916, 3.3765)  -0.625
H (-4.2084, -2.7531, -1.0898)  0.250
H (-3.5037, -2.9890, 0.5063)  0.222
H (-2.4600, -2.7370, -0.9081)  0.203
H (-4.5011, -0.6828, 0.0804)  0.243
H (-3.2450, -0.4067, -1.1413)  0.231
H (-3.2070, 2.0100, 2.2819)  0.242
H (-4.3116, 1.4852, 0.9940)  0.251
H (-1.5056, 2.6709, 0.4638)  0.183
H (-3.0057, 3.5976, 0.4293)  0.259
H (-2.7677, 2.3142, -0.7495)  0.215
H (-2.1798, -0.8824, 3.6612)  0.249
H (-2.8940, -2.1749, 2.6931)  0.242
H (-4.3261, 0.3427, 3.7194)  0.220
H (-4.5983, -1.3149, 4.2203)  0.251
H (-5.0656, -0.8221, 2.5980)  0.211
C (2.1639, 0.7471, 4.0618)  -0.264
O (2.4501, 1.6249, 2.9713)  -0.455
C (1.6527, 1.7081, 1.9526)  0.557
O (1.7793, 2.4568, 1.0088)  -0.493
H (3.1149, 0.3493, 4.4089)  0.237
H (1.5011, -0.0738, 3.7484)  0.183
H (1.6946, 1.3238, 4.8635)  0.223
C (0.3533, -2.9099, 0.0767)  -1.031
Ge (1.0276, -1.0335, -0.1734)  1.002
C (3.0295, -1.3157, -0.4103)  -0.414
C (3.4339, -1.9877, -1.5508)  -0.177
C (4.7641, -2.3517, -1.6834)  -0.202
C (5.6732, -2.0221, -0.6946)  -0.186
C (5.2603, -1.3515, 0.4434)  -0.174
C (3.9302, -0.9804, 0.5832)  -0.246
C (0.4636, -0.3915, -2.0240)  -0.143
C (-0.4306, -1.1408, -2.7657)  -0.242
C (-1.0221, -0.6178, -3.9175)  -0.147
C (-0.6667, 0.6359, -4.3680)  -0.054
C (0.2702, 1.4177, -3.6683)  -0.136
C (0.6365, 2.7144, -4.0893)  -0.014
C (1.6078, 3.4371, -3.4343)  -0.168
C (2.2420, 2.8909, -2.3169)  -0.133
C (1.8952, 1.6323, -1.8747)  -0.061
C (0.8791, 0.8791, -2.4912)  -0.075
H (0.6652, -3.5392, -0.7549)  0.254
H (-0.7264, -2.9727, 0.1923)  0.223
H (0.7997, -3.3153, 0.9829)  0.259
H (2.7252, -2.2617, -2.3200)  0.198
H (5.0732, -2.8991, -2.5622)  0.234
H (6.7152, -2.2833, -0.8167)  0.238
H (5.9577, -1.1153, 1.2333)  0.231
H (3.6156, -0.4603, 1.4790)  0.202
H (-0.7001, -2.1402, -2.4526)  0.236
H (-1.7513, -1.2029, -4.4581)  0.249
H (-1.0740, 1.0126, -5.2946)  0.245
H (0.1055, 3.1515, -4.9220)  0.241
H (1.8845, 4.4199, -3.7819)  0.256
H (3.0116, 3.4504, -1.8106)  0.254
H (2.4784, 1.1761, -1.0830)  0.247

Output
ΔE to the lowest compared entry with this formula, charge and spin in kJ/mol: 143.28
Highest occupied orbital energy (spin up / spin down) in eV: -14.2 / -14.2
Net charge: +2
Multiplicity: 6
HOMO-LUMO gap (spin up / spin down) in hartree: 0.287 / 0.171
<S²>: 8.7934

***

Formula: C16H14N4O7S3SbTi
Source: OMol25
Level of theory: the ωB97M-V functional and the def2-TZVPD basis

Each line ends with the natural charge from an NBO analysis.
Atoms and positions in Å:
Ti (-0.5022, 0.2269, 0.9303)  1.332
C (1.3036, 2.5607, 1.4710)  -0.280
C (1.7897, 1.8039, 2.5366)  -0.212
C (1.5036, 2.1824, 3.8415)  -0.160
C (0.7287, 3.3067, 4.0802)  -0.202
C (0.2470, 4.0644, 3.0197)  -0.215
C (0.5390, 3.6986, 1.7171)  -0.189
H (1.5607, 2.2836, 0.4561)  0.244
H (2.3960, 0.9321, 2.3371)  0.239
H (1.8823, 1.5973, 4.6695)  0.213
H (0.4956, 3.5965, 5.0970)  0.217
H (-0.3579, 4.9412, 3.2151)  0.218
H (0.1701, 4.2926, 0.8910)  0.217
O (-3.4101, -2.7259, 0.6113)  -0.550
C (-2.2933, -2.2869, 0.6036)  0.815
O (-2.0643, -0.9771, 0.2932)  -0.824
C (-1.0071, -3.0282, 0.7627)  -0.232
C (-0.6974, -4.2087, 0.1045)  -0.130
C (0.6406, -4.5362, -0.0537)  -0.009
C (1.6725, -3.6490, 0.2507)  -0.160
C (1.3297, -2.4849, 0.8928)  0.008
C (0.0216, -2.2817, 1.3293)  0.416
O (-0.2558, -1.2420, 2.0980)  -0.677
N (2.0903, -1.2832, 0.9374)  0.306
O (1.3390, -0.2309, 0.4105)  -0.607
O (3.3179, -1.2630, 0.7414)  -0.369
N (0.9832, -5.7953, -0.7243)  0.533
O (0.0717, -6.5218, -1.0679)  -0.375
O (2.1617, -6.0350, -0.9030)  -0.376
H (-1.4665, -4.8383, -0.3203)  0.266
H (2.6854, -3.8442, -0.0700)  0.274
S (-4.0533, 0.6865, -2.0039)  -0.819
Sb (-3.9630, 0.2376, 0.1715)  1.244
S (-2.2404, 2.0188, 0.9195)  -0.214
S (-1.7015, 1.1573, 2.6894)  -0.156
C (-1.4457, 2.4665, -4.0373)  -0.400
N (-0.4892, 1.4791, -3.5350)  -0.440
C (0.5498, 0.9858, -4.4356)  -0.394
C (-0.4674, 1.1601, -2.2734)  0.635
N (-0.4212, 0.8625, -1.1589)  -0.499
H (-1.9249, 2.0744, -4.9333)  0.214
H (-0.9330, 3.3989, -4.2810)  0.200
H (-2.2100, 2.6402, -3.2853)  0.247
H (0.0828, 0.5869, -5.3353)  0.213
H (1.1142, 0.1962, -3.9471)  0.230
H (1.2274, 1.7947, -4.7128)  0.205

Output
ΔE to the lowest compared entry with this formula, charge and spin in kJ/mol: 66.26
Highest occupied orbital energy (spin up / spin down) in eV: -8.0 / -8.5
Net charge: 0
Multiplicity: 2
HOMO-LUMO gap (spin up / spin down) in hartree: 0.250 / 0.266
<S²>: 0.7585

***

Formula: C3H6O
Source: OMol25
Level of theory: the ωB97M-V functional and the def2-TZVPD basis

Each line ends with the natural charge from an NBO analysis.
Atoms and positions in Å:
C (-0.4120, 0.0045, 1.4075)  -0.714
C (-0.0174, -0.5098, 0.0988)  0.088
C (0.4457, 0.3332, -0.9184)  0.363
O (0.8010, -0.1657, -2.0649)  -0.618
H (-1.0202, -0.6961, 1.9417)  0.275
H (0.4970, 0.3862, 1.8895)  0.310
H (-0.9847, 0.9410, 1.2999)  0.284
H (-0.0787, -1.5755, -0.0670)  0.247
H (0.6023, 1.4032, -0.7828)  0.206
H (0.1671, -0.1209, -2.8043)  0.560

Output
ΔE to the lowest compared entry with this formula, charge and spin in kJ/mol: 82.20
Highest occupied orbital energy (spin up / spin down) in eV: -16.3 / -17.6
Net charge: +1
Multiplicity: 2
HOMO-LUMO gap (spin up / spin down) in hartree: 0.408 / 0.333
<S²>: 0.7522

***

Formula: C2H3NO2S
Source: OMol25
Level of theory: the ωB97M-V functional and the def2-TZVPD basis

Each line ends with the natural charge from an NBO analysis.
Atoms and positions in Å:
N (0.5544, 1.3249, 0.2077)  -0.775
C (-0.1443, 0.4303, -0.3621)  0.592
O (-0.8551, 0.3965, -1.3812)  -0.627
C (0.0075, -0.9647, 0.5328)  0.247
O (0.9079, -0.9478, 1.4267)  -0.575
S (-0.9496, -2.1289, -0.2496)  0.093
H (0.8030, 1.0905, 1.2273)  0.436
H (0.9612, 2.1456, -0.1759)  0.414
H (-1.2849, -1.3463, -1.2257)  0.194

Output
ΔE to the lowest compared entry with this formula, charge and spin in kJ/mol: 107.93
Highest occupied orbital energy in eV: -9.8
Net charge: 0
Structure (SMILES): NC(=O)C(=O)S
HOMO-LUMO gap in hartree: 0.361

***

> Look up the net charge of the sixth one.

0

***

> Look up the net charge of the sixth one.

0